No. 1
The following is a quantum chemistry calculation of C17H16ClFN2O3S in the gas phase at a distorted geometry, from the Open Molecules 2025 dataset.

Computed properties:
Kohn-Sham gap in eV: 8.14
E in Ha: -1950.83670
Charge: 0

Each line ends with the Mulliken charge.
Cartesian coordinates (Å):
O (-2.9201, 0.8918, 0.5072)  -0.672
C (-2.0646, 1.7433, 0.6177)  0.740
C (-1.4139, 2.0777, 1.9715)  -1.531
C (-0.2256, 1.1789, 2.1120)  0.612
C (-0.4630, -0.1522, 2.4538)  -0.521
C (0.5657, -1.0548, 2.6307)  -0.596
C (1.8846, -0.6454, 2.4867)  -0.588
C (2.1506, 0.6587, 2.1351)  -0.653
C (1.1089, 1.5639, 1.9282)  0.450
N (1.5009, 2.8926, 1.5570)  1.018
O (2.6063, 3.2644, 1.8841)  -0.629
O (0.7145, 3.5838, 0.9302)  -0.688
N (-1.5738, 2.4679, -0.3999)  -0.002
C (-1.9063, 2.1535, -1.7700)  -1.157
C (-1.2166, 0.8737, -2.2287)  -0.330
S (0.5987, 1.0365, -2.0661)  -0.058
C (1.0871, -0.5501, -2.8476)  -1.444
C (0.7403, -1.6945, -1.9596)  0.003
C (-0.4192, -2.4394, -2.1604)  0.720
F (-1.1916, -2.1530, -3.2296)  -0.378
C (-0.8078, -3.4685, -1.3251)  -0.797
C (-0.0073, -3.7833, -0.2418)  -0.406
C (1.1608, -3.0789, -0.0107)  -0.975
C (1.5208, -2.0436, -0.8578)  1.023
Cl (2.9774, -1.1752, -0.5464)  -0.175
H (-2.1393, 1.8413, 2.7507)  0.446
H (-1.1559, 3.1333, 2.0104)  0.509
H (-1.4874, -0.4705, 2.5735)  0.410
H (0.3399, -2.0771, 2.8929)  0.452
H (2.6965, -1.3383, 2.6418)  0.459
H (3.1639, 1.0050, 1.9986)  0.507
H (-0.7694, 3.0588, -0.2294)  0.309
H (-2.9883, 2.0032, -1.8377)  0.368
H (-1.6126, 2.9957, -2.3978)  0.394
H (-1.4456, 0.6661, -3.2738)  0.490
H (-1.5391, 0.0412, -1.6024)  0.267
H (2.1627, -0.4722, -2.9965)  0.575
H (0.5799, -0.6151, -3.8091)  0.436
H (-1.7200, -4.0038, -1.5328)  0.461
H (-0.2918, -4.5850, 0.4210)  0.417
H (1.7994, -3.3303, 0.8202)  0.537

Atomic forces in eV per Å
-0.307 -0.367 -0.123
0.236 0.507 0.686
-0.419 0.034 -0.280
0.411 0.131 0.060
0.056 0.095 -0.029
0.118 0.069 0.033
-0.176 0.032 0.085
-0.003 0.282 -0.034
-0.222 -1.465 0.469
0.252 0.580 -0.054
0.107 0.160 -0.011
0.015 0.281 -0.164
0.156 0.424 -0.442
-0.066 -0.316 -0.057
0.376 -0.049 0.005
-0.141 -0.023 -0.204
-0.209 0.532 0.090
-0.129 -0.137 -0.051
0.271 -0.073 0.199
0.038 0.013 0.056
-0.063 0.099 -0.130
0.012 0.071 -0.092
0.125 0.057 0.014
-0.363 -0.273 -0.082
0.288 0.020 -0.093
0.029 0.010 -0.095
-0.044 -0.125 0.110
-0.117 0.002 0.021
-0.030 -0.096 0.032
0.084 -0.052 -0.023
0.012 -0.020 0.008
-0.185 -0.172 0.137
0.135 0.085 -0.066
-0.070 -0.021 0.023
-0.086 -0.025 0.013
-0.113 0.020 -0.081
-0.063 -0.059 -0.073
0.131 -0.081 0.022
-0.102 -0.049 -0.034
-0.024 -0.087 0.066
0.082 -0.014 0.088



No. 2
The following is a quantum chemistry calculation of C17H16ClN3O6S in the gas phase at a distorted geometry, from the Open Molecules 2025 dataset.

Computed properties:
Kohn-Sham gap in eV: 8.70
E in Ha: -2131.54958
Charge: 0

Each line ends with the Mulliken charge.
Cartesian coordinates (Å):
C (-5.3529, -1.6457, -0.2083)  -0.862
O (-4.8827, -0.4465, 0.3575)  -0.495
C (-3.6738, 0.0287, -0.0382)  0.870
C (-2.8028, -0.6063, -0.9156)  -0.742
C (-1.5852, -0.0405, -1.2537)  -0.911
C (-1.2045, 1.1827, -0.7174)  0.304
N (0.0035, 1.8104, -1.0356)  -0.011
C (1.1240, 1.2218, -1.5247)  0.092
O (1.2258, 0.0388, -1.7826)  -0.605
C (2.2655, 2.1951, -1.7913)  -0.794
C (3.5930, 1.6031, -1.3262)  -0.510
N (3.8305, 1.9023, 0.0733)  -0.365
S (2.6874, 1.8666, 1.2699)  1.317
O (3.4322, 1.9950, 2.4845)  -0.731
O (1.6785, 2.8503, 0.9873)  -0.625
C (1.8952, 0.2557, 1.2353)  0.195
C (0.5664, 0.1954, 1.6146)  -0.498
C (-0.1393, -0.9977, 1.5719)  -1.096
C (0.5487, -2.1114, 1.1326)  0.786
N (0.1939, -3.4262, 0.9427)  -0.087
C (1.2874, -4.1409, 0.4909)  0.287
O (1.3284, -5.3037, 0.2273)  -0.571
O (2.3384, -3.2769, 0.4040)  -0.483
C (1.9071, -2.0425, 0.7809)  0.834
C (2.6107, -0.8605, 0.8320)  -0.994
C (-2.0700, 1.8354, 0.1603)  -0.442
C (-3.2791, 1.2642, 0.4949)  0.263
Cl (-4.3375, 2.0713, 1.5905)  -0.215
H (-5.4362, -1.5705, -1.2968)  0.344
H (-4.7100, -2.4933, 0.0504)  0.320
H (-6.3418, -1.8019, 0.2192)  0.252
H (-3.0694, -1.5548, -1.3532)  0.391
H (-0.9265, -0.5556, -1.9313)  0.485
H (0.1303, 2.7232, -0.6155)  0.292
H (2.3057, 2.3394, -2.8735)  0.442
H (2.1009, 3.1538, -1.3058)  0.437
H (3.5719, 0.5212, -1.5219)  0.285
H (4.4195, 2.0449, -1.8906)  0.452
H (4.7118, 1.5722, 0.4303)  0.303
H (0.0874, 1.1057, 1.9351)  0.491
H (-1.1779, -1.0439, 1.8540)  0.466
H (-0.7122, -3.8355, 1.0888)  0.143
H (3.6528, -0.8110, 0.5682)  0.502
H (-1.7952, 2.7881, 0.5859)  0.484

Atomic forces in eV per Å
-0.070 -0.190 -0.101
0.208 0.297 0.072
0.028 0.068 0.082
-0.281 0.013 0.155
0.136 0.122 -0.087
-0.399 -0.257 -0.099
-0.180 0.406 0.036
0.032 0.267 -0.221
-0.022 -0.122 -0.176
0.224 -0.229 -0.070
-0.306 -0.068 -0.494
-0.352 -0.081 0.740
0.385 -0.204 0.251
0.181 -0.152 0.029
-0.028 -0.105 -0.094
0.209 0.701 0.005
0.023 0.120 0.085
0.214 -0.203 -0.017
0.511 0.452 0.000
0.075 0.092 -0.035
-0.751 -0.630 0.102
0.241 -0.072 -0.098
0.485 -0.063 -0.176
-0.633 0.853 0.404
0.000 -0.651 -0.063
0.060 -0.213 -0.143
-0.071 -0.229 -0.081
-0.055 0.144 0.113
0.018 -0.011 0.031
-0.008 0.025 -0.023
0.072 -0.036 -0.057
-0.059 -0.101 -0.040
0.036 -0.029 -0.021
0.099 -0.201 -0.159
-0.057 -0.023 0.044
-0.018 0.063 -0.169
0.046 0.195 -0.010
-0.109 -0.051 0.103
0.149 0.004 0.194
-0.161 0.061 0.017
-0.162 0.025 0.028
0.125 -0.100 -0.049
0.165 -0.019 -0.106
0.000 0.136 0.097



No. 3
The following is a quantum chemistry calculation of 2 unconnected molecules or ions with the total composition C17H16F3N2O2S2 at a distorted geometry, from the Open Molecules 2025 dataset.

Computed properties:
Kohn-Sham gap in eV: 6.01
Energy relative to the best compared isomer or geometry (same formula, charge and spin) in eV: 1.266
E in Ha: -2013.31735
Charge: -1

Each line ends with the Mulliken charge.
Cartesian coordinates (Å):
C (0.4269, -2.1212, 2.3117)  -2.138
C (1.0402, -1.5257, 1.0772)  0.838
C (1.8817, -2.4332, 0.3793)  -0.280
N (2.5589, -3.2628, -0.1333)  -0.775
C (1.5933, -0.1865, 1.2425)  1.675
C (1.2031, 0.6370, 2.3344)  -0.580
C (1.8069, 1.8769, 2.5438)  -0.788
C (2.8500, 2.3131, 1.7051)  -0.472
C (3.2309, 1.5362, 0.6043)  -0.668
C (2.5985, 0.3068, 0.3720)  -0.329
H (-0.4242, -1.5295, 2.6482)  0.412
H (0.0783, -3.1152, 2.0343)  0.431
H (1.1862, -2.2519, 3.1200)  0.371
H (0.3575, 0.3060, 2.9512)  0.197
H (1.4317, 2.5090, 3.3514)  0.379
H (3.3048, 3.3024, 1.8477)  0.300
H (3.9767, 1.8861, -0.1085)  0.375
H (2.8174, -0.2500, -0.5525)  0.284
C (-2.2157, -1.6506, 0.2449)  -0.779
N (-1.8401, -1.6702, -1.1766)  -0.092
S (-0.0401, -1.5401, -1.3086)  0.059
C (0.7688, -1.7010, -3.1467)  0.559
F (0.4681, -2.7872, -3.8476)  -0.226
F (0.5489, -0.6025, -3.9276)  -0.241
F (2.0988, -1.7144, -2.8525)  -0.220
S (-2.7272, -0.6452, -2.2113)  1.147
C (-2.1388, 0.8528, -1.4721)  -0.094
C (-2.9074, 1.5090, -0.5111)  -0.570
C (-2.2480, 2.3704, 0.3590)  -0.345
C (-0.8874, 2.6149, 0.2255)  -0.419
C (-0.1675, 2.0495, -0.8277)  -0.435
C (-0.7999, 1.1831, -1.7062)  -0.544
O (-2.2603, -0.8189, -3.5656)  -0.627
O (-4.1201, -0.7938, -1.9002)  -0.699
H (-1.9261, -2.6567, 0.5825)  0.338
H (-1.6982, -0.8623, 0.8227)  0.155
H (-3.2895, -1.5084, 0.3438)  0.415
H (-3.9606, 1.2876, -0.4340)  0.473
H (-2.8236, 2.8223, 1.1612)  0.376
H (-0.3936, 3.2486, 0.9570)  0.397
H (0.8994, 2.2335, -0.9773)  0.445
H (-0.2588, 0.7821, -2.5605)  0.696

Atomic forces in eV per Å
0.280 -0.629 -0.178
1.213 0.697 0.593
1.563 -1.942 -0.283
-1.688 2.083 0.957
0.228 -0.506 0.074
-0.056 0.207 -0.378
0.096 -0.301 -0.421
-0.154 0.504 0.055
-0.812 -0.690 0.109
0.043 0.660 -0.318
-0.020 -0.152 0.272
-0.235 -0.146 0.286
-0.588 0.228 -0.129
0.562 0.305 -0.101
0.256 -0.096 -0.157
-0.169 -0.468 0.075
-0.073 -0.001 0.232
0.111 0.121 0.622
0.559 -0.417 0.044
0.149 0.258 -2.212
0.205 -0.784 -1.110
-0.848 0.578 0.834
0.114 0.203 0.006
0.352 -0.849 0.225
-1.205 0.007 -0.205
0.953 0.528 0.655
-0.225 0.466 -0.859
0.746 -0.427 -0.031
-0.425 0.042 -0.044
0.227 0.010 -0.029
0.083 0.293 -0.019
-0.152 0.314 -0.047
-0.111 -0.063 1.008
-0.083 -0.267 0.003
-0.167 0.500 0.424
-0.088 -0.359 -0.274
-0.043 -0.126 -0.223
-0.051 -0.079 0.147
0.162 0.105 -0.066
0.038 -0.099 -0.181
-0.395 0.116 0.272
-0.352 0.174 0.370



No. 4
The following is a quantum chemistry calculation of 2 unconnected molecules or ions with the total composition C17H16FN3O5 at a distorted geometry, from the Open Molecules 2025 dataset.

Computed properties:
Kohn-Sham gap in eV: 7.20
Energy relative to the best compared isomer or geometry (same formula, charge and spin) in eV: 0.000
E in Ha: -1297.67879
Charge: 0

Each line ends with the Mulliken charge.
Cartesian coordinates (Å):
C (-0.2932, -1.7489, 0.1994)  -0.793
C (0.0143, -1.6361, -1.3315)  1.054
C (0.2971, -2.9168, -2.0279)  -0.747
C (0.5851, -2.9432, -3.4637)  -0.522
C (0.6176, -1.6517, -4.1742)  -0.566
C (0.3527, -0.3784, -3.4769)  -0.860
C (0.0265, -0.3338, -2.0233)  0.860
C (-0.2877, 1.0591, -1.3859)  -1.103
C (0.3718, 1.3257, 0.0012)  0.461
C (-0.4734, 1.3557, 1.0892)  -0.014
C (0.1355, 1.5680, 2.5099)  0.033
O (-0.5739, 1.8789, 3.4439)  -0.548
C (1.6760, 1.3304, 2.7468)  -0.425
C (2.4763, 1.2914, 1.6418)  0.487
C (4.0169, 1.0527, 1.8051)  -0.033
O (4.5471, 1.3842, 2.8295)  -0.445
N (4.8079, 0.4753, 0.7056)  -0.277
C (4.3010, -0.8391, 0.3737)  0.445
O (4.8543, -1.7880, 0.8327)  -0.428
F (3.1943, -1.0748, -0.4170)  -0.113
C (1.8970, 1.5089, 0.2113)  0.469
O (2.5781, 1.7786, -0.7611)  -0.596
H (-1.2014, -1.1708, 0.5225)  0.105
H (0.5779, -1.2557, 0.7335)  0.061
H (-0.2903, -2.8171, 0.5326)  0.414
H (0.2698, -3.8778, -1.4655)  0.266
H (0.7623, -3.9342, -3.9381)  0.341
H (0.8510, -1.7018, -5.2709)  0.327
H (0.3919, 0.5525, -4.1038)  0.281
H (-1.3979, 1.2295, -1.3443)  0.403
H (0.1106, 1.8340, -2.1105)  0.343
H (-1.5772, 1.2154, 0.9215)  0.363
H (2.0548, 1.1896, 3.7930)  0.433
H (4.8187, 1.1109, -0.1016)  0.365
N (-5.0565, 1.5201, 2.5270)  -0.404
C (-4.6514, 1.0634, 1.3134)  0.670
N (-5.4013, 0.0506, 0.8022)  -0.391
O (-3.6854, 1.5280, 0.7257)  -0.681
H (-5.8452, 1.1539, 3.0265)  0.157
H (-4.5243, 2.2690, 2.9359)  0.227
H (-5.1305, -0.3127, -0.0951)  0.221
H (-6.1969, -0.3447, 1.2675)  0.158

Atomic forces in eV per Å
1.142 0.676 -0.252
-0.056 -0.484 -0.846
-0.047 2.288 -1.566
-0.530 2.391 1.882
-0.379 -0.504 1.786
-0.031 -2.120 0.767
0.780 -2.132 -1.959
1.039 0.228 -0.622
-1.541 -0.346 1.563
2.044 0.142 -0.522
-0.279 -0.294 -0.284
0.590 -0.244 -0.484
-0.452 0.012 -1.589
0.034 -0.178 0.009
-0.640 1.005 0.462
-0.215 -0.424 -0.797
-1.802 -0.214 -0.614
1.212 -1.455 0.682
-0.756 0.387 -0.428
1.058 1.377 0.618
-1.096 -0.424 -0.558
0.015 -0.098 1.150
0.706 -0.862 -0.416
-0.969 -0.613 -0.399
-0.343 0.952 -0.371
-0.007 1.010 -0.384
-0.091 1.120 0.165
-0.300 0.435 1.247
-0.063 -0.938 0.926
1.034 -0.243 0.343
-0.399 -0.863 0.740
1.167 0.412 0.725
-0.467 0.261 -1.187
-0.430 -0.203 0.269
0.080 0.312 0.300
-0.014 0.010 0.054
-0.044 -0.293 -0.355
0.040 -0.065 -0.073
0.038 -0.005 -0.053
-0.034 -0.098 -0.026
-0.043 0.035 0.095
0.047 0.044 0.001



No. 5
The following is a quantum chemistry calculation of C17H16FN5S in the gas phase, from the Open Molecules 2025 dataset.

Computed properties:
Kohn-Sham gap in eV: 7.51
E in Ha: -1429.28022
Charge: 0

Each line ends with the Mulliken charge.
Cartesian coordinates (Å):
C (1.6477, 3.1076, 0.6277)  -1.364
C (0.9905, 2.4124, -0.5678)  -0.123
N (0.4176, 1.1352, -0.1719)  -0.134
C (-0.8547, 1.0312, 0.2420)  0.413
N (-1.6458, 2.0436, 0.2341)  -0.361
C (-2.9513, 1.8811, 0.6069)  -0.138
S (-3.9756, 3.1568, 0.5773)  -0.360
N (-3.4109, 0.6502, 1.0069)  -0.591
C (-2.6012, -0.3431, 1.0271)  0.400
N (-3.0905, -1.5658, 1.3721)  -0.081
C (-2.4116, -2.7401, 1.6850)  0.173
C (-3.0389, -3.9604, 1.4244)  -0.483
C (-2.4109, -5.1530, 1.7195)  -0.587
C (-1.1456, -5.1230, 2.2808)  0.288
F (-0.5209, -6.2835, 2.5600)  -0.320
C (-0.5132, -3.9297, 2.5765)  -0.627
C (-1.1516, -2.7381, 2.2851)  -0.241
N (-1.2700, -0.2305, 0.6670)  -0.193
C (1.9689, 2.2012, -1.6969)  0.617
C (1.7803, 2.8389, -2.9156)  -0.391
C (2.6809, 2.6594, -3.9512)  -0.615
C (3.7798, 1.8350, -3.7818)  -0.407
C (3.9754, 1.1931, -2.5710)  -0.725
C (3.0765, 1.3768, -1.5356)  -0.313
H (2.0607, 4.0617, 0.3132)  0.359
H (0.9020, 3.2859, 1.3980)  0.445
H (2.4508, 2.5011, 1.0408)  0.274
H (0.1461, 3.0201, -0.9048)  0.494
H (1.0454, 0.3553, -0.0585)  0.233
H (-4.1000, -1.5825, 1.4187)  0.304
H (-4.0260, -3.9644, 0.9880)  0.381
H (-2.8867, -6.0996, 1.5201)  0.418
H (0.4588, -3.9392, 3.0434)  0.435
H (-0.6860, -1.8073, 2.5705)  0.586
H (-0.7018, -1.0525, 0.5257)  0.442
H (0.9231, 3.4815, -3.0507)  0.369
H (2.5235, 3.1638, -4.8928)  0.384
H (4.4826, 1.6933, -4.5891)  0.379
H (4.8319, 0.5499, -2.4314)  0.372
H (3.2505, 0.8775, -0.5920)  0.284

Atomic forces in eV per Å
-0.246 -0.028 -0.175
0.132 0.322 0.091
0.229 -0.381 0.011
-0.351 -0.415 0.162
0.683 0.158 -0.137
-0.393 0.351 -0.027
-0.255 0.326 -0.006
-0.261 -0.531 0.241
0.295 0.179 -0.209
-0.326 0.098 -0.024
0.353 -0.443 0.059
0.152 0.220 0.013
0.231 -0.066 0.170
-0.024 0.157 -0.006
-0.044 0.051 -0.015
-0.032 -0.365 -0.078
-0.230 0.048 -0.038
-0.165 0.137 0.011
-0.106 0.028 -0.082
-0.005 -0.016 0.101
0.041 0.018 -0.077
0.029 0.014 -0.074
0.063 -0.090 0.030
-0.044 0.047 -0.013
0.075 0.115 0.006
-0.059 0.026 0.104
0.101 -0.063 0.032
0.189 -0.091 -0.023
-0.101 0.027 -0.012
0.118 0.150 0.028
-0.096 -0.008 -0.096
-0.038 -0.106 -0.019
0.093 -0.026 0.052
0.024 0.065 0.045
-0.072 0.083 -0.020
-0.111 0.065 -0.011
-0.018 0.042 -0.083
0.056 -0.008 -0.068
0.068 -0.048 0.009
0.046 -0.043 0.130